Entry 1:
{
  "formula": "C18H34N4O3",
  "method": "the ωB97M-V functional and the def2-TZVPD basis",
  "smiles": "CC(C)CCN1CCNC(=O)[C@@H]1CC(=O)NCCCN1CCOCC1",
  "e_tot_ev": -31321.5700,
  "species": ["O", "O", "O", "N", "N", "N", "N", "C", "C", "C", "C", "C", "C", "C", "C", "C", "C", "C", "C", "C", "C", "C", "C", "C", "C", "H", "H", "H", "H", "H", "H", "H", "H", "H", "H", "H", "H", "H", "H", "H", "H", "H", "H", "H", "H", "H", "H", "H", "H", "H", "H", "H", "H", "H", "H", "H", "H", "H", "H"],
  "xyz": [[-1.458827, 2.354041, 1.723968], [-1.102731, 1.532712, -2.802565], [5.477755, -1.053878, 1.499138], [-3.406510, -0.328232, 0.334810], [-0.348158, 2.522558, -0.909265], [-3.395022, 1.466945, 2.390351], [4.286681, 0.817376, -0.247495], [-1.283156, 1.917161, -1.663178], [-2.377704, 1.571331, 1.525674], [-2.434830, 0.741081, 0.250978], [5.676345, 0.330800, 1.665433], [4.035773, -0.603160, -0.400151], [4.475076, 1.130417, 1.156230], [-3.521137, -1.190534, -0.832789], [1.036444, 2.603568, -1.308982], [-4.498458, 0.543331, 2.281592], [-2.028641, -3.888659, 0.023692], [-2.186823, -1.752813, -1.318131], [-1.406415, -2.520208, -0.243556], [-2.611095, 1.738405, -0.936693], [0.049220, -2.683781, -0.676831], [3.365126, 1.682035, -0.952440], [1.892812, 1.611482, -0.521562], [-4.681755, 0.153257, 0.818907], [5.247598, -1.362399, 0.143752], [6.133405, -1.098908, -0.453360], [0.621444, -3.209507, 0.084460], [-1.463544, -4.418839, 0.787038], [-5.401933, 1.019570, 2.672009], [5.826959, 0.492004, 2.734351], [-0.558509, 2.691687, 0.072377], [-2.961350, 2.707292, -0.576734], [0.106164, -3.251718, -1.603003], [-3.311890, 2.011960, 3.237834], [-4.008989, -0.678556, -1.679174], [-5.055390, 1.016976, 0.243916], [-3.053743, -3.788792, 0.370344], [3.902176, -0.831264, -1.459142], [-1.575729, -0.939860, -1.712715], [1.076801, 2.377702, -2.377509], [-4.174901, -2.015312, -0.534470], [-4.291399, -0.357992, 2.871821], [3.436081, 1.430390, -2.015000], [-1.448541, 0.273860, 0.156634], [3.725761, 2.707310, -0.825420], [-2.026480, -4.490593, -0.882919], [-3.336363, 1.346796, -1.648956], [3.593754, 0.867730, 1.766259], [1.803492, 1.835231, 0.543833], [5.084012, -2.440527, 0.099109], [4.673858, 2.198721, 1.260723], [1.398853, 3.623387, -1.145154], [6.575430, 0.646401, 1.115049], [3.139773, -0.931342, 0.154281], [-5.420007, -0.647357, 0.749741], [1.508563, 0.603769, -0.693525], [0.513380, -1.714360, -0.846669], [-1.436085, -1.945260, 0.687433], [-2.396629, -2.423451, -2.154337]],
  "forces_ev_per_angstrom": [[0.29, 0.19, 0.00], [0.02, -0.24, -0.38], [-0.06, -0.10, 0.12], [-0.16, -0.10, 0.15], [0.25, 0.25, 0.23], [-0.19, 0.14, 0.38], [0.09, -0.06, 0.06], [-0.39, 0.26, 0.28], [0.03, -0.18, 0.01], [0.16, 0.07, -0.13], [-0.12, 0.38, 0.12], [0.33, -0.10, 0.14], [0.29, -0.22, 0.04], [0.06, -0.08, -0.20], [0.16, -0.21, -0.05], [-0.33, -0.35, -0.23], [0.05, 0.31, 0.10], [-0.09, 0.09, 0.41], [0.10, -0.09, -0.23], [0.09, -0.18, -0.10], [-0.22, 0.09, 0.17], [-0.28, 0.00, 0.07], [0.25, 0.18, -0.23], [0.03, 0.02, 0.40], [-0.24, -0.10, -0.31], [-0.08, -0.04, 0.01], [0.11, -0.07, 0.05], [0.01, -0.10, 0.08], [0.07, -0.03, -0.04], [0.02, 0.05, -0.07], [-0.12, -0.08, -0.11], [-0.03, -0.01, -0.05], [0.04, -0.09, -0.14], [0.13, 0.00, -0.16], [-0.03, -0.04, 0.06], [-0.04, -0.05, -0.02], [-0.16, -0.08, 0.05], [-0.04, -0.05, -0.02], [0.05, 0.03, -0.12], [0.05, 0.11, 0.09], [-0.04, 0.05, -0.08], [-0.11, 0.06, -0.09], [-0.01, 0.10, -0.03], [-0.05, 0.12, 0.09], [-0.01, 0.02, -0.10], [-0.01, -0.10, -0.12], [0.07, 0.05, -0.01], [0.03, 0.07, 0.00], [-0.04, -0.07, 0.06], [0.02, 0.05, -0.06], [-0.01, 0.03, 0.05], [0.02, -0.05, -0.08], [-0.06, 0.01, 0.06], [0.00, -0.02, -0.07], [0.02, 0.05, -0.01], [-0.08, -0.03, 0.05], [0.10, 0.11, -0.04], [0.02, 0.01, -0.02], [0.03, 0.02, -0.09]],
  "mulliken_charge": [-0.786, -0.677, -0.399, 0.325, -0.065, -0.091, 0.098, 0.333, -0.043, -0.009, -0.734, -0.393, -0.467, -0.979, -1.198, -0.732, -1.689, -0.972, 1.180, -0.701, -1.273, -1.447, 1.115, -0.588, -0.830, 0.377, 0.434, 0.429, 0.423, 0.361, 0.372, 0.375, 0.328, 0.303, 0.358, 0.316, 0.373, 0.452, 0.197, 0.426, 0.610, 0.282, 0.356, 0.219, 0.334, 0.343, 0.383, 0.272, 0.285, 0.371, 0.421, 0.313, 0.373, 0.265, 0.464, -0.491, 0.023, 0.097, 0.580]
}



Entry 2:
{
  "formula": "C27H58NO8",
  "method": "the ωB97M-V functional and the def2-TZVPD basis",
  "charge": 1,
  "e_tot_ev": -46799.2025,
  "species": ["O", "O", "O", "O", "O", "O", "O", "O", "N", "C", "C", "C", "C", "C", "C", "C", "C", "C", "C", "C", "C", "C", "C", "C", "C", "C", "C", "C", "C", "C", "C", "C", "C", "C", "C", "C", "H", "H", "H", "H", "H", "H", "H", "H", "H", "H", "H", "H", "H", "H", "H", "H", "H", "H", "H", "H", "H", "H", "H", "H", "H", "H", "H", "H", "H", "H", "H", "H", "H", "H", "H", "H", "H", "H", "H", "H", "H", "H", "H", "H", "H", "H", "H", "H", "H", "H", "H", "H", "H", "H", "H", "H", "H", "H"],
  "xyz": [[-8.816732, -3.417144, 3.702862], [-4.004599, 3.201213, -1.699975], [-4.149566, -4.063528, -3.374953], [-0.644641, 1.163591, -0.139395], [-4.580015, -0.691827, 1.308363], [0.490956, -4.685105, -5.159063], [6.779849, 3.885807, 4.193854], [-0.968486, -0.119912, 0.361888], [-0.228110, 2.422147, 1.863439], [-4.593864, -0.933763, 0.116435], [9.013267, 3.273408, 3.671676], [-1.863771, -4.578008, -3.786858], [-3.646566, -6.384409, -3.376278], [-4.376564, 3.114980, -4.046196], [-2.446866, 1.867671, -2.887163], [1.663864, -4.773952, -4.862190], [7.792654, 2.428548, 5.771870], [1.918110, 3.585469, 2.587512], [4.373839, 4.483424, 2.245145], [2.093208, -5.265048, -3.504377], [-1.152700, 2.181989, 0.691840], [-3.444447, -1.641565, -0.543848], [-3.645408, 2.769935, -2.777613], [7.766772, 3.256373, 4.515116], [2.748705, -4.398293, -5.835982], [5.221884, 1.451120, 2.166439], [-8.409756, -3.239268, 2.576780], [5.629796, 2.474365, 1.044361], [4.328147, 0.243204, 1.667676], [0.801659, 3.457250, 1.472777], [-5.756268, -0.536451, -0.752268], [2.841526, 4.833078, 2.260080], [4.679024, 3.713152, 0.899599], [-3.300334, -4.924086, -3.500561], [-7.062834, -2.614846, 2.321174], [-9.229555, -3.633248, 1.375912], [-6.427773, -3.312517, 1.771205], [-4.760478, 2.206175, -4.513294], [-10.171570, -4.068351, 1.708554], [0.223065, 1.553164, 2.180586], [-3.705609, 3.633968, -4.732960], [4.722239, 1.901683, 3.054177], [4.981759, -0.658776, 1.591787], [-1.758838, -3.494816, -3.850619], [-0.786604, 2.808350, 2.633174], [-1.225766, -4.946149, -2.982206], [-8.690176, -4.375091, 0.783813], [2.530567, 2.654563, 2.661736], [4.908987, 5.469605, 2.211185], [-2.028262, 1.711541, -1.893854], [2.667046, -4.490138, -2.992894], [-2.742001, 0.901176, -3.300595], [-5.215279, 3.770444, -3.813329], [3.710329, 3.451457, 0.389171], [3.379586, -5.264607, -6.042681], [2.622854, 5.689107, 2.941560], [-3.085401, -6.831066, -2.553419], [-6.585580, -2.382737, 3.272691], [1.369947, 3.791285, 3.543906], [7.971730, 1.380725, 5.523621], [-2.684978, -1.863772, 0.203761], [-3.785114, -2.579259, -0.988098], [9.847728, 3.675085, 4.248867], [8.573314, 2.793170, 6.441575], [-1.687255, 2.330654, -3.519813], [2.296499, -4.063670, -6.769215], [6.830909, 2.509480, 6.278239], [-9.445278, -2.753001, 0.767162], [-6.203375, -1.424195, -1.203765], [-4.712006, -6.487610, -3.170603], [2.695428, -6.169060, -3.609037], [-1.492460, -0.060852, 1.179819], [3.351436, -3.585400, -5.426640], [9.245895, 2.262563, 3.331177], [1.281643, 3.204370, 0.491331], [6.177936, 1.001836, 2.549963], [0.294898, 4.442250, 1.296984], [1.211510, -5.499103, -2.908087], [6.708997, 2.750293, 1.151791], [5.182395, 4.452075, 0.218983], [3.777175, 0.431177, 0.718913], [-1.162119, 3.115779, 0.076965], [2.530787, 5.181757, 1.234277], [-3.417796, -6.901649, -4.309563], [-6.508718, -0.035102, -0.143441], [-5.420596, 0.151032, -1.530880], [4.734696, 3.976259, 3.164443], [-3.006581, -1.000056, -1.310173], [3.600285, 0.011180, 2.491451], [-1.560498, -5.013582, -4.732576], [5.569819, 1.913261, 0.069192], [-2.221281, 2.010022, 0.991938], [-7.182313, -1.689752, 1.755128], [8.852066, 3.908552, 2.800536]],
  "forces_ev_per_angstrom": [[0.07, 0.04, -0.17], [0.19, -0.11, -0.03], [0.09, -0.10, 0.07], [-0.46, 1.55, 1.09], [0.19, 0.14, -0.16], [0.75, -0.01, -0.08], [0.15, -0.13, 0.04], [0.39, -1.01, 0.17], [-0.31, 0.69, -0.54], [-0.03, 0.04, 0.26], [-0.16, 0.21, -0.24], [-0.67, 0.25, 0.19], [-0.36, 0.06, 0.04], [-0.23, 0.19, 0.23], [0.03, 0.03, 0.29], [-0.31, 0.06, -0.22], [-0.33, 0.08, 0.07], [-0.77, 0.83, -0.29], [-0.53, 0.91, -0.90], [-0.31, -0.04, 0.11], [-0.87, -0.17, -1.51], [0.04, -0.13, 0.23], [-0.21, 0.18, 0.19], [-0.22, 0.15, -0.05], [-0.21, 0.09, -0.23], [0.43, -0.57, -0.28], [-0.14, -0.09, 0.37], [-0.58, -0.58, -0.40], [0.28, 0.10, 1.05], [1.97, 0.76, 0.24], [-0.20, 0.08, 0.32], [-0.10, -0.24, -0.13], [0.76, 0.36, 0.33], [-0.13, 0.36, 0.12], [0.03, 0.02, 0.29], [-0.25, -0.11, 0.14], [-0.02, 0.12, -0.16], [0.16, 0.03, -0.14], [0.07, 0.04, 0.00], [-0.12, 0.20, -0.16], [0.00, -0.18, -0.11], [0.50, 0.04, -0.73], [-0.70, 0.63, -0.36], [0.00, -0.07, -0.03], [0.27, -0.23, 0.06], [0.08, -0.18, -0.17], [0.02, 0.15, -0.14], [-0.58, 0.60, -0.05], [-0.33, -0.94, 0.15], [-0.05, -0.05, -0.17], [0.17, -0.12, -0.04], [0.12, 0.06, -0.18], [0.07, -0.05, 0.00], [0.88, -0.11, 0.49], [0.14, 0.10, 0.11], [0.09, -0.79, -0.34], [0.12, -0.09, -0.15], [-0.04, 0.00, -0.07], [0.65, -0.44, -0.53], [0.20, 0.03, 0.08], [-0.07, -0.07, -0.07], [0.00, 0.13, -0.25], [0.07, -0.20, 0.00], [0.10, -0.18, -0.05], [-0.06, -0.17, -0.16], [0.01, -0.03, 0.07], [0.06, 0.01, -0.04], [0.13, -0.08, -0.13], [0.12, 0.06, -0.19], [0.07, 0.02, -0.02], [0.15, 0.12, 0.05], [-0.26, 0.42, -0.18], [0.15, -0.15, 0.03], [0.16, 0.00, 0.15], [-0.64, -0.29, 0.88], [-0.90, 0.42, -0.17], [0.14, -0.98, 0.46], [0.06, 0.01, -0.05], [-1.03, 0.15, 0.10], [-0.53, -0.73, 0.42], [0.45, -0.11, 0.61], [0.13, -0.79, 0.48], [0.56, -0.12, 0.83], [0.16, -0.08, 0.11], [0.07, 0.00, -0.04], [-0.02, -0.15, -0.12], [-0.48, 0.24, -0.67], [-0.06, -0.17, -0.16], [0.40, 0.05, -0.88], [0.06, -0.14, 0.16], [0.20, 0.47, 0.81], [1.00, -0.16, 0.12], [0.10, -0.09, -0.13], [0.00, -0.03, 0.07]],
  "mulliken_charge": [-0.550, -0.567, -0.589, -0.263, -0.614, -0.497, -0.512, -0.325, 0.044, 1.007, -1.178, -0.893, -1.179, -1.279, -0.440, 0.796, -1.204, -0.034, -0.435, -0.977, -0.781, -0.794, 0.890, 0.861, -1.138, -0.056, 0.687, -0.828, -1.278, -1.062, -1.139, -1.278, -0.351, 0.796, -0.698, -1.071, 0.305, 0.327, 0.309, 0.447, 0.355, 0.224, 0.393, 0.260, 0.429, 0.195, 0.308, 0.073, 0.397, -0.305, 0.309, 0.334, 0.334, 0.147, 0.332, 0.424, 0.315, 0.297, 0.460, 0.319, 0.170, 0.321, 0.412, 0.379, 0.424, 0.307, 0.309, 0.298, 0.346, 0.323, 0.333, 0.354, 0.329, 0.311, 0.410, 0.277, 0.381, 0.192, 0.244, 0.267, 0.280, 0.441, 0.477, 0.338, 0.328, 0.255, 0.232, 0.138, 0.252, 0.462, 0.427, 0.535, 0.102, 0.286]
}